Record 1
This record from the Open Molecules 2025 dataset describes a single C18H18N6O2 molecule in a non-equilibrium geometry. The level of theory is ωB97M-V/def2-TZVPD.

Geometry (Å):
C: -5.18535 -3.44138 2.15681
C: -5.10156 -2.89822 0.72839
C: -3.99509 -1.85122 0.70895
C: -2.76206 -2.04291 0.11529
C: -2.33408 -3.33533 -0.49610
N: -1.82423 -1.03941 0.18823
C: -2.06224 0.10093 0.98768
C: -1.24683 1.08155 1.44420
C: 0.15979 1.29948 1.15030
C: 0.98145 2.35083 1.76526
N: 2.17388 2.37501 1.21485
N: 2.17386 1.42967 0.21889
C: 3.20723 1.16523 -0.70375
C: 4.27365 2.06629 -0.88418
C: 5.21368 1.90374 -1.92821
C: 6.27977 2.93760 -2.19940
O: 6.06624 3.57158 -3.47891
C: 5.03604 0.79456 -2.73464
C: 3.97700 -0.08833 -2.49135
N: 3.10331 0.05744 -1.48096
C: 0.93039 0.76422 0.17946
C: -2.09436 1.98762 2.20621
N: -3.32376 1.54492 2.24554
N: -3.30605 0.35743 1.52942
C: -4.31279 -0.57943 1.33928
O: -5.44396 -0.35127 1.69130
H: -5.41054 -2.66367 2.89315
H: -5.95027 -4.21160 2.23611
H: -4.23760 -3.94429 2.40999
H: -6.10104 -2.50436 0.42586
H: -4.87654 -3.73066 0.06143
H: -2.83626 -4.21039 -0.11843
H: -2.59330 -3.27328 -1.55581
H: -1.25221 -3.38074 -0.44194
H: -0.82354 -1.26368 0.01457
H: 0.64225 3.00365 2.55085
H: 4.29377 2.92207 -0.20256
H: 6.25962 3.64268 -1.41082
H: 7.26640 2.45572 -2.19203
H: 6.57624 4.41039 -3.54669
H: 5.68352 0.59441 -3.53038
H: 3.89715 -0.96862 -3.14168
H: 0.64595 0.01360 -0.54075
H: -1.76753 2.94818 2.61657

Cartesian forces, eV/Å:
0.0758 -0.5695 0.1337
-0.1486 0.4202 0.3922
1.3950 -0.3173 -1.5227
-1.7442 -0.1282 1.8048
0.0969 1.0104 -1.0707
1.0725 0.9390 0.6071
-0.3119 -0.7370 0.1974
0.8301 1.3875 0.2468
0.0945 1.5767 0.7753
-0.3676 -1.9485 -1.3544
0.3518 0.0128 -0.7092
-1.8507 -1.1558 0.4304
1.5655 -0.1874 -1.3889
-0.1144 0.4087 0.2036
-1.3212 0.1008 0.6865
0.3107 -0.5405 -0.9174
0.1811 0.3262 0.3078
-1.1254 -0.2622 0.8420
0.4417 0.4318 0.6603
-0.3117 0.7970 0.1910
1.0592 0.4817 0.0858
0.7400 -1.3571 -1.2124
-0.6525 -0.7571 -0.1655
1.6298 0.0755 -0.6494
-1.8661 0.1136 0.3324
-0.5502 0.3701 0.4667
0.1396 -0.0945 -0.2178
-0.2030 -0.0064 0.0109
-0.2049 0.3184 0.0813
0.9278 0.0431 0.1635
0.0647 0.1602 -0.1203
0.1039 -0.0937 0.4461
0.1214 -0.1717 -0.1555
0.1701 -0.5046 0.0900
-1.3681 0.2327 0.2574
0.4812 0.1657 0.1028
0.1644 -0.1843 -0.3657
-0.0167 0.9147 0.8358
-0.0981 -0.0153 -0.0198
-0.4582 -1.0187 0.3377
0.8778 -0.1890 -1.1504
-0.2911 0.2833 0.4657
0.6147 0.1963 -0.1753
-0.5056 -0.5277 0.0406

## Properties
Spin multiplicity: 1
Gap between HOMO and LUMO in Eh: 0.302
Energy relative to the best compared isomer or geometry (same formula, charge and spin) in kJ/mol: 0.0
Calculated total energy in eV: -31992.4810
Net charge: 0
SMILES: CCc1c(C)[nH]c2c(-c3cnn(-c4cc(CO)ccn4)c3)cnn2c1=O

***

Record 2
This record from the Open Molecules 2025 dataset describes 2 unconnected molecules or ions with the total composition C2H9OPSi in a non-equilibrium geometry. The level of theory is ωB97M-V/def2-TZVPD.

Geometry (Å):
C: 1.93281 0.47066 2.04820
C: -0.69965 -1.43324 0.20749
O: -0.60672 -0.63028 -2.40285
Si: -0.27937 0.00557 -0.95653
P: -1.41794 1.93726 -1.16981
H: 1.87857 0.88557 2.94315
H: 2.70503 0.84322 1.38189
H: 1.64514 -0.59685 1.91725
H: -0.63401 -1.07191 1.23359
H: -1.72811 -1.86320 0.19688
H: -0.11194 -2.23077 -0.13270
H: -1.03611 -1.48026 -2.37322
H: -1.14824 2.46644 -2.37254
H: -0.49945 2.69780 -0.52081

Cartesian forces, eV/Å:
0.7629 -2.8922 -3.8651
-2.5692 1.6527 0.6534
-0.1531 -0.5451 -1.8254
0.5685 0.1294 0.5402
-1.7473 -0.6962 1.9232
-0.5127 1.8016 3.9006
-0.3162 0.0146 -0.0778
0.0965 1.1080 0.1136
0.7916 -0.5971 0.1467
0.2367 0.6186 -0.4836
1.5209 -1.0845 0.1974
-0.1079 -0.4329 -0.2279
0.6892 0.0748 -1.7474
0.7402 0.8484 0.7520

## Properties
Spin multiplicity: 3
Gap between HOMO and LUMO (alpha / beta) in Eh: 0.278 / 0.315
Energy relative to the best compared isomer or geometry (same formula, charge and spin) in kJ/mol: 0.0
Calculated total energy in eV: -21430.4056
Net charge: 0
⟨S²⟩: 2.006

***

Question: Number 1 is which compound?
Answer: C18H18N6O2